No. 1
A structure of composition C24H38N3O3RuSSb, computed with ωB97M-V with the def2-TZVPD basis set.

energy above the lowest of the compared OMol25 structures with the same formula, charge and spin: 68.2 kcal/mol
frontier orbital gap (spin up / spin down): 6.471 / 7.538 eV
2S+1: 2
expectation value of S²: 1.04
charge: +1

Each line ends with the Mulliken charge.
Element x y z (Å)
Ru: -0.356 -0.211 0.128  0.346
N: 3.664 1.684 0.847  -0.403
C: 2.379 1.327 0.785  0.439
O: 2.046 0.140 0.858  -0.383
C: 1.353 2.424 0.642  -0.502
C: 0.219 1.985 -0.260  -1.144
H: 4.370 0.978 0.988  0.252
H: 3.964 2.637 0.735  0.206
H: 1.837 3.343 0.289  0.432
H: 0.967 2.621 1.649  0.267
H: 0.490 1.969 -1.318  0.455
H: -0.710 2.538 -0.098  0.430
C: -5.988 -5.068 -2.945  -1.506
C: -5.349 -3.891 -2.280  0.872
C: -4.044 -3.526 -2.611  -0.700
C: -3.428 -2.459 -1.985  -0.166
C: -4.127 -1.743 -1.033  -0.303
C: -5.433 -2.058 -0.714  -0.665
C: -6.041 -3.133 -1.338  -0.810
S: -3.281 -0.430 -0.187  1.794
O: -2.328 0.146 -1.153  -0.870
O: -4.190 0.472 0.451  -0.705
N: -2.317 -1.202 0.879  -0.332
C: -2.130 -0.720 2.138  0.500
C: -3.137 -0.594 3.104  -0.900
C: -2.780 -0.160 4.361  -0.499
C: -1.448 0.147 4.637  -0.939
C: -0.518 0.025 3.626  -0.488
N: -0.848 -0.402 2.410  0.473
H: -5.255 -5.856 -3.114  0.375
H: -6.387 -4.772 -3.915  0.313
H: -6.805 -5.463 -2.346  0.394
H: -3.521 -4.093 -3.365  0.472
H: -2.417 -2.156 -2.222  0.407
H: -5.949 -1.450 0.011  0.508
H: -7.060 -3.387 -1.091  0.426
H: -4.152 -0.833 2.828  0.528
H: -3.530 -0.062 5.131  0.442
H: -1.151 0.477 5.618  0.431
H: 0.530 0.254 3.779  0.488
C: 0.158 -5.984 -0.643  -1.473
C: -0.518 -4.984 0.272  0.341
C: -2.023 -4.964 0.082  -1.311
Sb: 0.312 -2.903 0.039  1.165
C: 1.255 -2.755 -1.982  0.269
C: 1.708 -1.310 -2.096  -1.429
C: 0.272 -3.107 -3.087  -1.327
C: 2.087 -3.043 1.398  0.661
C: 1.590 -3.308 2.810  -1.486
C: 3.115 -4.070 0.965  -1.463
H: -0.144 -6.991 -0.353  0.452
H: 1.242 -5.922 -0.580  0.298
H: -0.142 -5.833 -1.677  0.294
H: -0.286 -5.218 1.313  0.470
H: -2.283 -4.702 -0.942  0.168
H: -2.498 -4.247 0.752  0.301
H: -2.437 -5.950 0.291  0.472
H: 2.113 -3.429 -2.011  0.544
H: 0.843 -0.628 -1.922  0.157
H: 2.102 -1.104 -3.090  0.493
H: 2.476 -1.078 -1.358  0.244
H: -0.451 -2.303 -3.225  0.346
H: -0.264 -4.031 -2.873  0.196
H: 0.806 -3.242 -4.028  0.484
H: 2.513 -2.038 1.348  0.138
H: 1.153 -4.302 2.894  0.367
H: 0.849 -2.565 3.108  0.175
H: 2.423 -3.257 3.510  0.453
H: 2.724 -5.081 1.059  0.283
H: 3.986 -3.982 1.613  0.448
H: 3.442 -3.909 -0.060  0.334



No. 2
A structure of composition C20H30Cl2FeN3O3S, computed with ωB97M-V with the def2-TZVPD basis set.

frontier orbital gap (spin up / spin down): 6.658 / 5.985 eV
2S+1: 6
expectation value of S²: 8.76
charge: 0

Each line ends with the natural charge from an NBO analysis.
Element x y z (Å)
O: 0.173 0.057 -0.631  -0.883
C: -0.781 0.310 -1.623  0.053
C: -0.495 1.603 -2.350  -0.041
C: 0.368 2.553 -1.815  -0.164
H: 0.862 2.324 -0.883  0.221
C: 0.600 3.755 -2.468  -0.233
H: 1.266 4.488 -2.029  0.205
C: -0.020 4.020 -3.682  -0.226
H: 0.158 4.957 -4.194  0.206
C: -0.866 3.069 -4.237  -0.220
H: -1.348 3.262 -5.187  0.207
C: -1.101 1.874 -3.573  -0.200
H: -1.765 1.136 -4.006  0.207
H: -0.765 -0.490 -2.372  0.157
C: -2.591 -1.122 -0.639  -0.672
C: -2.152 0.270 -0.961  0.000
H: -3.671 -1.236 -0.593  0.214
H: -2.163 -1.445 0.309  0.241
H: -2.217 -1.817 -1.394  0.185
C: -2.832 1.383 -0.679  -0.152
C: -4.152 1.500 0.004  -0.652
H: -2.400 2.328 -0.992  0.217
H: -4.916 1.966 -0.614  0.208
H: -4.066 2.091 0.919  0.230
H: -4.525 0.520 0.311  0.210
Fe: -0.018 0.000 1.233  1.516
Cl: 0.573 2.208 1.641  -0.621
Cl: -2.288 0.449 1.357  -0.467
H: 4.604 1.355 -1.534  0.192
H: 4.939 1.692 1.149  0.195
C: 3.559 1.360 -1.231  -0.403
C: 3.860 1.549 1.209  -0.412
N: 3.413 0.758 0.077  -0.405
H: 2.978 0.809 -1.964  0.228
C: 2.701 -0.348 0.244  0.609
O: 2.011 -0.621 1.242  -0.734
H: 3.591 1.049 2.131  0.224
H: 2.785 -1.058 -0.589  0.132
H: 3.203 2.390 -1.200  0.225
H: 3.363 2.516 1.186  0.230
H: -0.613 -5.345 1.842  0.204
H: 1.281 -5.739 -0.091  0.205
C: -1.049 -4.768 1.027  -0.421
C: 0.758 -4.966 -0.653  -0.397
N: -0.011 -4.131 0.245  -0.389
H: -1.712 -4.014 1.439  0.245
C: 0.166 -2.810 0.291  0.573
O: -0.405 -2.069 1.109  -0.705
H: 1.479 -4.349 -1.176  0.214
H: 0.841 -2.404 -0.460  0.159
H: -1.642 -5.432 0.400  0.205
H: 0.100 -5.448 -1.378  0.203
S: -0.796 -0.405 5.649  0.522
C: 0.735 0.239 5.419  -0.497
C: 0.946 0.364 4.054  0.010
N: -0.095 -0.029 3.265  -0.573
C: -1.130 -0.499 4.005  -0.144
H: 1.441 0.500 6.196  0.255
H: 1.871 0.743 3.650  0.236
H: -2.045 -0.904 3.600  0.269



These records have F_max values of 2.37 6.95 eV Å⁻¹, in the order they appear.